Record 1
Formula: C3H8N2
Source: OMol25
Level of theory: the ωB97M-V functional and the def2-TZVPD basis

The geometry in XYZ format:
```
13
C3H8N2 | OMol25 | the ωB97M-V functional and the def2-TZVPD basis
C 1.885 -0.315 -0.027
N 0.675 -0.774 0.079
N -0.380 0.039 0.026
C -0.274 1.447 0.005
C -1.663 -0.723 -0.033
H 2.129 0.785 -0.178
H 2.754 -0.946 -0.073
H -1.277 1.894 0.135
H 0.275 1.830 -0.926
H 0.385 1.827 0.854
H -1.964 -1.111 0.962
H -2.540 -0.024 -0.433
H -1.518 -1.574 -0.756
```

Properties
SMILES string	C=NN(C)C
energy relative to the best compared isomer or geometry (same formula, charge and spin)	71.1	kcal/mol
gap between HOMO and LUMO	9.08	eV
highest occupied orbital energy	-8.0521	eV
LUMO	1.0	eV
multiplicity	1
energy	-6218.7617	eV

natural (NBO) atomic charge list, values in e, 5 entries:
1. C -0.244
2. N -0.210
3. N -0.263
4. C -0.435
5. C -0.401



Record 2
Formula: C6H7Cl
Source: OMol25
Level of theory: the ωB97M-V functional and the def2-TZVPD basis

The geometry in XYZ format:
```
14
C6H7Cl | OMol25 | the ωB97M-V functional and the def2-TZVPD basis
C 0.980 0.307 0.293
C 2.864 -0.407 0.494
C 0.273 -1.083 0.297
C -1.194 -0.698 -0.074
C -1.242 0.811 -0.246
C 0.081 1.425 0.018
Cl 3.904 0.214 -0.545
H 0.722 -1.681 -0.552
H 0.382 -1.594 1.356
H -1.443 -1.258 -0.994
H -1.925 -0.988 0.722
H -1.704 1.034 -1.323
H -1.875 1.471 0.526
H 0.179 2.446 0.027
```

Properties
energy relative to the best compared isomer or geometry (same formula, charge and spin)	89.1	kcal/mol
gap between HOMO and LUMO (spin up / spin down)	8.68 / 7.34	eV
highest occupied orbital energy (spin up / spin down)	-7.6855 / -8.8042	eV
LUMO (spin up / spin down)	1.0 / -1.5	eV
expectation value of S²	2.010
multiplicity	3
energy	-18849.9154	eV

natural (NBO) atomic charge list, values in e, 5 entries:
1. C 0.057
2. C -0.104
3. C -0.480
4. C -0.429
5. C -0.425



Record 3
Formula: C30H50N2O5
Source: OMol25
Level of theory: the ωB97M-V functional and the def2-TZVPD basis

The geometry in XYZ format:
```
87
C30H50N2O5 | OMol25 | the ωB97M-V functional and the def2-TZVPD basis
C 0.187 -0.161 -5.671
C 0.760 -1.401 -5.413
C 1.060 -1.727 -4.097
N 0.864 -0.911 -3.071
C 0.196 0.213 -3.310
C -0.140 0.645 -4.590
H -0.014 0.184 -6.677
H 1.057 -2.050 -6.225
H 1.520 -2.686 -3.884
H -0.086 0.834 -2.465
H -0.508 1.653 -4.732
C 3.537 1.141 2.427
C 3.918 0.689 3.676
C 3.563 1.447 4.785
N 2.798 2.530 4.712
C 2.367 2.910 3.511
C 2.676 2.227 2.353
H 3.935 0.675 1.534
H 4.573 -0.159 3.835
H 3.950 1.220 5.772
H 1.682 3.751 3.536
H 2.333 2.535 1.372
C 5.888 2.580 -2.877
C 5.475 2.436 -1.390
C 3.996 2.070 -1.453
O 3.712 1.689 -2.790
C 4.549 2.452 -3.625
H 6.632 1.846 -3.182
H 6.310 3.568 -3.065
H 5.646 3.384 -0.881
H 6.054 1.686 -0.854
H 3.326 2.855 -1.074
H 3.708 1.205 -0.847
H 4.150 3.463 -3.788
H 4.643 1.947 -4.584
C -3.876 -1.505 -4.363
C -2.796 -1.705 -3.293
C -3.558 -1.360 -2.023
O -4.848 -1.891 -2.200
C -5.186 -1.717 -3.570
H -3.748 -2.268 -5.129
H -3.840 -0.526 -4.836
H -1.939 -1.045 -3.384
H -2.517 -2.757 -3.226
H -3.608 -0.262 -1.881
H -3.086 -1.680 -1.091
H -5.861 -0.859 -3.668
H -5.735 -2.593 -3.916
C 0.165 -0.036 1.484
C -1.336 0.177 1.381
C -1.480 1.482 0.585
O -0.178 1.756 0.064
C 0.568 0.556 0.117
H 0.419 -1.081 1.643
H 0.582 0.636 2.236
H -1.868 0.144 2.333
H -1.764 -0.659 0.816
H -1.868 2.306 1.186
H -2.189 1.374 -0.245
H 1.643 0.721 0.109
H 0.316 -0.204 -0.631
C -0.693 -5.258 0.039
C -2.099 -4.821 -0.313
C -2.405 -3.926 0.878
O -1.897 -4.653 2.001
C -0.801 -5.461 1.555
H 0.077 -4.527 -0.225
H -0.342 -6.164 -0.462
H -2.813 -5.642 -0.374
H -2.146 -4.288 -1.266
H -3.465 -3.727 1.020
H -1.843 -2.985 0.817
H -1.071 -6.508 1.749
H 0.098 -5.273 2.144
C -2.842 2.602 4.385
C -1.336 2.449 4.431
C -1.027 2.703 5.894
O -2.135 2.202 6.612
C -3.212 1.963 5.712
H -3.354 2.178 3.523
H -3.070 3.673 4.380
H -0.732 3.061 3.760
H -1.078 1.407 4.200
H -0.910 3.774 6.114
H -0.073 2.261 6.193
H -4.160 2.333 6.122
H -3.403 0.882 5.643
```

Properties
SMILES string	c1ccncc1.c1ccncc1.C1CCOC1.C1CCOC1.C1CCOC1.C1CCOC1.C1CCOC1
energy relative to the best compared isomer or geometry (same formula, charge and spin)	4.3	kcal/mol
gap between HOMO and LUMO	9.92	eV
highest occupied orbital energy	-9.2608	eV
LUMO	0.7	eV
multiplicity	1
energy	-45135.4963	eV

Löwdin atomic charge list, values in e, 5 entries:
1. C -0.075
2. C -0.069
3. C -0.157
4. N 0.070
5. C -0.170



Record 4
Formula: C24H76NO21S
Source: OMol25
Level of theory: the ωB97M-V functional and the def2-TZVPD basis

The geometry in XYZ format:
```
123
C24H76NO21S | OMol25 | the ωB97M-V functional and the def2-TZVPD basis
C 1.165 -1.499 -1.056
C 1.925 -0.386 -1.276
N 2.519 0.990 -1.503
C 2.003 1.389 -2.862
C 1.557 2.941 -3.002
C 0.480 3.455 -1.896
C -0.742 2.431 -1.593
C -2.068 2.642 -2.515
S -3.186 1.147 -2.185
O -4.659 1.555 -1.988
O -2.785 0.376 -0.914
O -3.043 0.110 -3.510
C 3.251 1.124 -3.914
O 3.217 0.218 -4.866
O 4.394 1.985 -3.778
H 0.789 -2.601 -1.188
H 2.139 1.575 -0.734
H 1.079 0.735 -3.162
H 2.531 3.577 -2.832
H 1.254 3.120 -4.105
H 1.047 3.786 -0.918
H -0.011 4.435 -2.328
H -0.470 1.307 -1.635
H -1.077 2.638 -0.478
H -2.658 3.554 -2.062
H -1.859 2.810 -3.642
H -3.645 0.489 -4.211
C -3.509 -3.405 -1.226
O -2.794 -2.521 -0.380
H -3.318 -4.432 -0.907
H -4.579 -3.197 -1.153
H -3.172 -3.278 -2.258
H -2.982 -1.618 -0.686
C -0.982 -2.545 3.085
O -0.710 -3.501 2.074
H -0.412 -2.803 3.980
H -0.682 -1.553 2.740
H -2.049 -2.554 3.319
H -1.228 -3.246 1.293
C -1.143 0.849 5.418
O -1.107 0.366 4.085
H -0.120 0.968 5.779
H -1.652 1.817 5.442
H -1.671 0.133 6.052
H -2.025 0.269 3.791
C -3.796 -0.960 8.468
O -3.112 0.167 7.947
H -3.629 -1.813 7.808
H -3.413 -1.194 9.465
H -4.867 -0.748 8.520
H -3.278 0.906 8.551
C -3.362 -5.015 4.583
O -3.953 -3.798 5.011
H -2.560 -5.281 5.273
H -4.115 -5.806 4.582
H -2.948 -4.888 3.580
H -4.659 -3.587 4.381
C 4.115 4.182 -0.724
O 3.039 4.081 0.192
H 3.997 3.415 -1.493
H 4.105 5.169 -1.192
H 5.061 4.026 -0.199
H 3.168 4.770 0.861
C -2.225 3.171 2.874
O -2.185 2.680 1.546
H -1.203 3.293 3.237
H -2.734 4.138 2.894
H -2.753 2.456 3.510
H -3.103 2.581 1.250
C 1.192 2.837 -7.584
O 2.130 3.285 -6.623
H 0.584 3.684 -7.907
H 1.720 2.421 -8.446
H 0.546 2.076 -7.139
H 2.655 2.513 -6.354
C 2.318 -3.728 -4.128
O 3.034 -2.843 -3.285
H 2.513 -4.754 -3.811
H 1.247 -3.522 -4.051
H 2.651 -3.599 -5.161
H 2.842 -1.940 -3.590
C 3.514 6.073 -3.992
O 2.440 5.973 -3.072
H 3.395 5.306 -4.760
H 3.505 7.060 -4.462
H 4.461 5.917 -3.469
H 2.571 6.663 -2.404
C -5.734 0.379 1.225
O -6.330 1.596 1.642
H -4.934 0.119 1.921
H -6.485 -0.416 1.224
H -5.316 0.501 0.222
H -7.034 1.801 1.008
C 2.963 2.170 2.859
O 3.900 2.618 3.826
H 2.355 3.017 2.537
H 3.495 1.758 1.998
H 2.317 1.408 3.301
H 4.424 1.847 4.093
C -3.093 -1.882 -6.194
O -3.691 -0.664 -5.779
H -2.294 -2.139 -5.497
H -3.843 -2.677 -6.194
H -2.675 -1.761 -7.196
H -4.395 -0.460 -6.413
C 6.598 1.194 0.526
O 5.274 0.891 0.931
H 7.212 1.352 1.415
H 7.004 0.360 -0.052
H 6.597 2.103 -0.080
H 4.752 0.756 0.124
C -2.303 -7.594 7.368
O -2.391 -7.565 5.954
H -3.304 -7.475 7.787
H -1.887 -8.552 7.691
H -1.667 -6.775 7.713
H -1.491 -7.672 5.610
C 5.914 -4.826 -1.741
O 5.316 -3.613 -1.324
H 6.719 -5.081 -1.048
H 5.167 -5.624 -1.737
H 6.327 -4.705 -2.746
H 4.607 -3.411 -1.956
```

Properties
gap between HOMO and LUMO	6.55	eV
highest occupied orbital energy	-4.8454	eV
charge	-1
LUMO	1.7	eV
multiplicity	1
energy	-81430.5807	eV

Löwdin atomic charge list, values in e, 5 entries:
1. C 0.068
2. C -0.123
3. N 0.013
4. C -0.270
5. C -0.142



Record 5
Formula: CF2IO2S
Source: OMol25
Level of theory: the ωB97M-V functional and the def2-TZVPD basis

The geometry in XYZ format:
```
7
CF2IO2S | OMol25 | the ωB97M-V functional and the def2-TZVPD basis
C 0.374 -0.634 1.820
O 0.893 1.210 -2.291
O -1.260 -0.089 -2.192
F 0.995 0.661 1.894
F -0.919 -0.261 1.477
S -0.168 0.515 -1.464
I 1.342 -1.438 -0.167
```

Properties
energy relative to the best compared isomer or geometry (same formula, charge and spin)	22.1	kcal/mol
gap between HOMO and LUMO (spin up / spin down)	7.37 / 7.36	eV
highest occupied orbital energy (spin up / spin down)	-4.1610 / -4.1607	eV
charge	-1
LUMO (spin up / spin down)	3.2 / 3.2	eV
multiplicity	1
energy	-29502.6102	eV

natural (NBO) atomic charge list, values in e, 5 entries:
1. C 0.360
2. O -0.920
3. O -0.910
4. F -0.448
5. F -0.421



Record 6
Formula: C28H42ClO18
Source: OMol25
Level of theory: the ωB97M-V functional and the def2-TZVPD basis

The geometry in XYZ format:
```
89
C28H42ClO18 | OMol25 | the ωB97M-V functional and the def2-TZVPD basis
Cl -7.299 16.836 30.755
O -7.239 17.546 31.986
O -6.490 15.632 30.690
O -8.699 16.513 30.420
O -6.677 17.572 29.683
O -5.740 22.375 29.750
C -5.350 21.988 28.698
O -4.103 22.093 28.170
C -3.982 21.345 27.005
C -5.424 21.128 26.471
C -6.236 21.122 27.817
H -3.356 20.476 27.208
H -3.406 21.919 26.279
H -5.543 20.265 25.816
H -5.672 21.957 25.807
H -6.253 20.204 28.404
H -7.246 21.526 27.752
O -9.837 12.388 33.237
C -10.321 13.495 33.085
O -9.772 14.494 33.743
C -10.428 15.702 33.522
C -11.755 15.241 33.069
C -11.400 14.090 32.189
H -9.766 16.063 32.735
H -10.475 16.375 34.378
H -12.253 15.988 32.451
H -12.404 15.182 33.943
H -10.946 14.458 31.269
H -12.121 13.330 31.889
O -4.757 15.062 25.008
C -4.329 15.340 26.121
O -3.349 14.695 26.689
C -2.847 15.307 27.873
C -3.598 16.622 27.988
C -4.733 16.447 26.991
H -1.795 15.590 27.874
H -2.961 14.767 28.813
H -3.002 17.479 27.674
H -3.993 16.718 28.999
H -4.742 17.342 26.369
H -5.664 16.242 27.520
O -10.655 21.997 27.934
C -10.739 20.835 28.400
O -10.452 19.840 27.533
C -10.704 18.613 28.167
C -10.704 18.935 29.660
C -11.387 20.312 29.680
H -9.972 17.879 27.829
H -11.643 18.080 28.019
H -9.761 18.873 30.202
H -11.321 18.226 30.212
H -11.297 21.060 30.468
H -12.473 20.228 29.657
O -10.743 13.380 28.613
C -9.544 13.194 28.416
O -8.977 12.046 28.617
C -7.597 12.020 28.515
C -7.381 13.152 27.457
C -8.618 14.070 27.665
H -7.139 11.083 28.198
H -7.048 12.286 29.419
H -7.200 12.729 26.469
H -6.413 13.586 27.707
H -9.023 14.540 26.769
H -8.346 14.913 28.300
O -10.144 20.450 33.494
C -8.965 20.688 33.253
O -7.979 20.174 33.986
C -6.633 20.735 33.484
C -7.106 21.974 32.762
C -8.430 21.603 32.144
H -6.112 20.152 32.724
H -5.893 20.867 34.274
H -6.519 22.300 31.904
H -7.115 22.846 33.417
H -8.333 20.811 31.402
H -9.131 22.372 31.819
O -4.581 15.691 35.768
C -5.643 16.150 35.664
O -6.655 15.387 36.038
C -7.779 16.293 36.358
C -7.472 17.711 35.731
C -5.989 17.568 35.244
H -8.069 16.516 37.384
H -8.637 15.838 35.863
H -7.658 18.523 36.434
H -8.204 17.742 34.924
H -5.413 18.215 35.906
H -5.727 17.917 34.245
```

Properties
gap between HOMO and LUMO (spin up / spin down)	9.82 / 3.56	eV
highest occupied orbital energy (spin up / spin down)	-10.0297 / -10.0291	eV
LUMO (spin up / spin down)	-0.2 / -6.5	eV
expectation value of S²	0.762
multiplicity	2
energy	-79081.2290	eV

Löwdin atomic charge list, values in e, 5 entries:
1. Cl 0.711
2. O -0.226
3. O -0.097
4. O -0.244
5. O -0.135



Record 7
Formula: C2H7Br2N2
Source: OMol25
Level of theory: the ωB97M-V functional and the def2-TZVPD basis

The geometry in XYZ format:
```
13
C2H7Br2N2 | OMol25 | the ωB97M-V functional and the def2-TZVPD basis
C -0.466 0.711 -0.141
C 0.855 0.114 -0.309
N -1.361 -0.531 0.071
N 1.114 -0.816 0.656
Br -1.097 1.904 -1.707
Br 2.152 1.696 -0.373
H -0.615 1.713 0.990
H 0.953 -0.412 -1.188
H -1.076 -1.066 -0.842
H -1.317 -1.117 0.936
H 1.329 -0.399 1.509
H 1.919 -1.389 0.433
H -2.390 -0.409 -0.035
```

Properties
energy relative to the best compared isomer or geometry (same formula, charge and spin)	41.1	kcal/mol
gap between HOMO and LUMO	9.78	eV
highest occupied orbital energy	-13.9382	eV
charge	+1
LUMO	-4.2	eV
multiplicity	1
energy	-145243.3644	eV

natural (NBO) atomic charge list, values in e, 5 entries:
1. C -0.123
2. C -0.156
3. N -0.758
4. N -0.827
5. Br 0.131